[1]
{"formula": "C6H7NO2", "method": "ωB97M-V with the def2-TZVPD basis set", "symbols": ["O", "C", "C", "C", "C", "C", "N", "C", "O", "H", "H", "H", "H", "H", "H", "H"], "coordinates": [[1.367, 2.314, -1.313], [0.913, 1.319, -0.822], [1.699, 0.058, -0.556], [0.649, -0.991, -0.400], [-0.589, -0.260, 0.162], [-1.203, -0.504, 1.491], [-1.885, -0.864, 0.234], [-0.487, 1.135, -0.363], [-1.425, 1.940, -0.426], [2.516, -0.143, -1.256], [2.193, 0.327, 0.414], [0.992, -1.888, 0.134], [0.428, -1.344, -1.452], [-0.943, -1.330, 2.099], [-1.669, 0.337, 2.062], [-2.556, -0.107, -0.010]], "forces_ev_per_angstrom": [[-0.263, 0.399, -0.054], [1.914, 0.592, -1.140], [0.755, 1.141, 1.276], [-0.716, -1.514, -1.072], [1.224, -0.282, -0.365], [-1.688, 1.449, 0.004], [-0.679, 0.458, -0.065], [-3.244, 1.144, 0.742], [2.148, -1.631, 0.038], [-0.385, 0.147, -0.056], [-0.235, -0.483, -0.438], [-0.373, 0.392, 0.123], [-0.181, 0.206, 1.055], [0.598, -0.744, 0.316], [0.742, -0.562, -0.644], [0.383, -0.712, 0.280]], "de_lowest_kj_mol": 158.5, "smiles": "O=C1CC[C@@]2(CN2)C1=O", "molar_mass_g_mol": 125.1, "spin_multiplicity": 1}

---

[2]
{"formula": "C6H7NO3", "method": "ωB97M-V with the def2-TZVPD basis set", "symbols": ["O", "C", "O", "C", "C", "C", "C", "C", "N", "H", "H", "H", "H", "H", "H", "O", "H"], "coordinates": [[-0.801, -1.299, 2.158], [-0.947, -1.051, 0.990], [-1.577, 0.028, 0.517], [-0.752, 0.973, -0.204], [0.190, 1.721, 0.717], [1.446, 1.284, 0.570], [1.526, 0.227, -0.487], [0.186, 0.160, -1.098], [0.664, -0.967, -0.293], [-1.441, 1.613, -0.766], [-0.169, 2.382, 1.505], [2.315, 1.655, 1.114], [2.436, 0.078, -1.067], [-0.008, 0.015, -2.160], [0.071, -2.117, -0.770], [-1.263, -2.521, -0.031], [-1.876, -2.182, -0.693]], "forces_ev_per_angstrom": [[0.037, -0.139, -2.577], [0.903, -1.392, 1.814], [-0.322, 0.098, -0.810], [0.006, 0.027, -0.540], [0.264, -0.492, 0.355], [-0.253, 0.149, 0.286], [0.467, -0.393, -0.871], [-0.001, -0.363, 0.168], [-2.712, -1.492, -0.397], [0.018, -0.164, 0.284], [0.134, -0.029, -0.331], [-0.274, -0.248, -0.038], [-0.196, 0.116, 0.140], [0.059, 0.131, 0.248], [0.897, 2.137, 2.177], [1.321, 2.116, 0.104], [-0.346, -0.062, -0.011]], "de_lowest_kj_mol": 488.1, "molar_mass_g_mol": 141.1, "spin_multiplicity": 1}

---

Calculated LUMO energy, -0.0353; 0.0212 Ha (same order as the records).
Calculated orbital gap, 0.3214; 0.3680 Ha (same order as the records).